Entry 1:
# C18H30N3O2

A gas-phase ion, C18H30N3O2 (charge +1) (the ωB97M-V functional and the def2-TZVPD basis, the Open Molecules 2025 dataset).

Geometry as ORCA input:
```
! wB97M-V def2-TZVPD RIJCOSX def2/J DEFGRID3
* xyz 1 1
C -8.48 1.25 -0.69
C -7.02 1.25 -1.10
C -6.08 1.74 0.00
C -5.93 0.72 1.14
O -5.38 -0.51 0.70
C -4.06 -0.62 0.46
C -3.65 -1.86 -0.05
C -2.32 -2.11 -0.30
C -1.36 -1.13 -0.06
N -0.01 -1.45 -0.35
C 1.07 -0.71 -0.19
O 1.15 0.45 0.22
C 2.42 -1.37 -0.59
N 3.43 -0.35 -0.30
C 4.19 0.14 -1.46
C 5.01 1.37 -1.04
N 5.91 1.10 0.06
C 7.16 0.43 -0.27
C 8.25 0.80 0.73
C 5.18 0.56 1.18
C 4.35 -0.69 0.81
C -1.76 0.10 0.44
C -3.09 0.36 0.70
H -8.67 0.55 0.13
H -8.79 2.25 -0.36
H -9.11 0.97 -1.53
H -6.90 1.90 -1.97
H -6.73 0.24 -1.40
H -6.46 2.67 0.43
H -5.10 1.94 -0.43
H -5.34 1.14 1.96
H -6.91 0.44 1.53
H -4.40 -2.62 -0.22
H -2.02 -3.08 -0.69
H 0.10 -2.39 -0.71
H 2.58 -2.28 -0.01
H 2.41 -1.63 -1.65
H 2.78 0.45 0.04
H 3.50 0.41 -2.26
H 4.85 -0.66 -1.82
H 5.58 1.74 -1.89
H 4.32 2.16 -0.73
H 7.05 -0.66 -0.32
H 7.46 0.78 -1.26
H 9.20 0.42 0.38
H 8.06 0.37 1.71
H 8.31 1.88 0.83
H 5.87 0.30 1.97
H 4.50 1.33 1.55
H 3.77 -1.02 1.67
H 5.01 -1.50 0.48
H -1.03 0.87 0.63
H -3.36 1.32 1.09
*
```

SMILES ... CCCCOc1ccc(NC(=O)C[NH+]2CCN(CC)CC2)cc1
ΔE to the lowest compared entry with this formula, charge and spin ... 1.6 kcal per mole
Kohn-Sham gap ... 8.262 eV
E_HOMO ... -10.660 eV

***

Entry 2:
# C18H30NO5P2SSn

A molecular structure, C18H30NO5P2SSn at a distorted geometry (the ωB97M-V functional and the def2-TZVPD basis, the Open Molecules 2025 dataset).

Geometry as ORCA input:
```
! wB97M-V def2-TZVPD RIJCOSX def2/J DEFGRID3
* xyz 1 1
Sn -0.65 -0.23 0.63
P -0.70 2.19 -0.27
C -1.02 2.14 -2.06
C -0.05 1.18 -2.75
N 0.48 0.20 -2.02
C 1.29 -0.71 -2.60
C 1.67 -0.59 -3.94
C 1.13 0.43 -4.71
C 0.26 1.34 -4.11
C 1.80 -1.87 -1.78
P 0.74 -2.26 -0.33
H -0.18 2.20 -4.63
H 2.36 -1.35 -4.32
H 1.39 0.52 -5.77
H 1.86 -2.78 -2.39
H 2.82 -1.66 -1.42
H -2.07 1.84 -2.22
H -0.89 3.16 -2.44
H -4.35 -1.95 -0.68
O -4.08 -1.38 -1.44
H -4.91 -1.28 -1.97
H -2.75 -3.45 1.78
O -3.07 -3.91 0.96
H -3.48 -4.75 1.29
C -0.35 -3.50 -1.06
H 0.30 -4.29 -1.47
H -1.04 -3.91 -0.32
H -0.92 -3.04 -1.87
C 1.88 -3.10 0.79
H 1.32 -3.48 1.65
H 2.35 -3.94 0.26
H 2.65 -2.39 1.14
C 0.67 3.36 -0.17
H 0.33 4.28 -0.67
H 0.93 3.55 0.87
H 1.54 2.95 -0.70
C -2.10 3.08 0.43
H -1.95 3.13 1.51
H -2.10 4.09 -0.01
H -3.04 2.56 0.18
C 1.80 -0.10 8.63
C 1.70 0.16 7.14
C 2.69 0.89 6.46
C 2.55 1.19 5.10
C 1.41 0.75 4.41
C 0.48 -0.08 5.04
C 0.63 -0.37 6.40
S 0.96 1.32 2.78
O -0.50 1.55 2.79
O 1.80 2.46 2.50
O 1.21 0.11 1.87
H 2.72 -0.64 8.92
H 1.77 0.82 9.22
H 0.95 -0.72 8.94
H 3.58 1.23 7.00
H 3.27 1.82 4.58
H -0.37 -0.43 4.47
H -0.10 -1.02 6.89
*
```

ΔE to the lowest compared entry with this formula, charge and spin ... 6.4 kcal per mole
Kohn-Sham gap ... 7.946 eV
E_HOMO ... -10.641 eV

***

Entry 3:
# C18H31AuN6O3P2S

A molecular structure, C18H31AuN6O3P2S at a distorted geometry (the ωB97M-V functional and the def2-TZVPD basis, the Open Molecules 2025 dataset).

Geometry as ORCA input:
```
! wB97M-V def2-TZVPD RIJCOSX def2/J DEFGRID3
* xyz 2 3
Au 0.22 1.09 0.80
N -4.47 -3.45 6.95
C -3.78 -3.04 5.90
C -2.36 -2.91 5.99
C -1.64 -2.51 4.90
C -2.31 -2.22 3.70
C -3.72 -2.33 3.59
C -4.44 -2.73 4.67
S -1.36 -1.70 2.29
O -1.88 -2.35 1.12
O 0.01 -1.95 2.66
N -1.56 -0.12 2.25
C -2.54 0.44 1.45
N -2.08 1.41 0.63
C -2.96 2.02 -0.17
C -4.30 1.68 -0.17
C -4.67 0.68 0.70
N -3.82 0.06 1.51
H -4.00 -3.69 7.81
H -5.48 -3.55 6.92
H -1.86 -3.15 6.92
H -0.57 -2.43 4.94
H -4.20 -2.09 2.66
H -5.52 -2.83 4.61
H -2.56 2.79 -0.82
H -5.01 2.18 -0.82
H -5.70 0.35 0.77
C -0.26 2.33 4.16
P 0.94 2.13 2.82
C 1.87 3.69 2.79
C 2.12 0.86 3.39
C 3.23 0.66 2.34
P 2.51 0.22 0.71
C 2.65 -1.58 0.55
C 3.65 0.91 -0.52
H 0.25 2.57 5.10
H -0.83 1.41 4.26
H -0.94 3.14 3.91
H 2.48 3.78 3.69
H 1.17 4.52 2.74
H 2.52 3.74 1.91
H 1.54 -0.06 3.50
H 2.53 1.14 4.36
H 3.90 -0.14 2.65
H 3.82 1.57 2.22
H 3.70 -1.86 0.65
H 2.27 -1.88 -0.42
H 2.06 -2.05 1.34
H 4.66 0.55 -0.31
H 3.63 1.99 -0.49
H 3.35 0.58 -1.51
C 0.42 0.46 -3.98
N -0.53 -0.41 -3.29
C -0.54 -0.55 -1.96
N -1.48 -1.34 -1.41
O 0.29 0.07 -1.25
H -0.02 0.77 -4.93
H 1.36 -0.05 -4.18
H 0.61 1.34 -3.37
H -1.10 -1.02 -3.86
H -2.06 -1.93 -1.99
H -1.38 -1.65 -0.45
*
```

<S²> ... 2.03
ΔE to the lowest compared entry with this formula, charge and spin ... 0.0 kcal per mole
Kohn-Sham gap (alpha / beta) ... 7.378 / 5.424 eV
E_HOMO (alpha / beta) ... -12.178 / -13.902 eV

***

Entry 4:
# C18H31Br3O7STb

A molecular structure, C18H31Br3O7STb at a distorted geometry (the ωB97M-V functional and the def2-TZVPD basis, the Open Molecules 2025 dataset).

Geometry as ORCA input:
```
! wB97M-V def2-TZVPD RIJCOSX def2/J DEFGRID3
* xyz 3 7
C -4.79 -2.49 0.62
O -3.91 -3.49 1.18
C -2.93 -2.75 1.89
C -1.64 -3.55 2.24
C -0.85 -4.10 1.04
C -0.99 -3.33 -0.27
C -0.40 -1.90 -0.25
C 0.84 -1.74 -1.14
C 0.75 -0.70 -2.27
C 1.69 0.51 -2.14
C 1.14 1.82 -1.54
C -0.36 1.88 -1.31
Br -1.10 1.97 0.40
C -1.24 1.90 -2.30
C -2.70 2.02 -2.11
Br -0.67 1.75 -4.05
O 1.43 2.96 -2.39
S 1.25 4.30 -1.47
O 2.26 5.18 -1.88
O -0.06 4.79 -1.45
O 1.62 3.58 -0.08
C 2.03 2.22 -0.35
C 3.51 2.44 -0.80
O 4.05 3.23 0.27
O 5.30 3.57 -0.11
C 2.10 1.29 0.88
C 1.66 1.90 2.22
C 0.83 0.90 3.02
Br 3.20 2.35 3.31
H -5.75 -2.92 0.41
H -4.93 -1.66 1.30
H -4.35 -2.10 -0.29
H -3.42 -2.40 2.84
H -2.61 -1.85 1.38
H -1.91 -4.42 2.88
H -1.00 -2.90 2.84
H 0.19 -4.07 1.32
H -1.07 -5.15 0.91
H -2.03 -3.30 -0.55
H -0.51 -3.94 -1.02
H -1.19 -1.22 -0.56
H -0.17 -1.65 0.79
H 1.74 -1.61 -0.54
H 0.97 -2.70 -1.62
H 1.06 -1.21 -3.17
H -0.28 -0.44 -2.42
H 2.03 0.77 -3.14
H 2.57 0.16 -1.62
H -2.92 2.82 -1.42
H -3.11 1.09 -1.76
H -3.14 2.31 -3.05
H 3.58 3.05 -1.70
H 4.07 1.52 -0.90
H 5.71 3.92 0.72
H 3.12 0.98 1.01
H 1.52 0.39 0.70
H 1.09 2.80 2.10
H 0.10 0.44 2.36
H 1.49 0.14 3.40
H 0.29 1.39 3.81
Tb -3.17 -4.72 3.83
*
```

<S²> ... 12.62
Kohn-Sham gap (alpha / beta) ... 5.400 / 3.716 eV
E_HOMO (alpha / beta) ... -15.586 / -15.584 eV